Entry 1:
Entry from the Open Molecules 2025 dataset: a single C23H32FN7O7 molecule in a non-equilibrium geometry (the ωB97M-V functional and the def2-TZVPD basis).

Cartesian coordinates (Å):
C1 3.356 5.278 -0.019
C2 2.738 3.897 0.165
C3 1.663 3.885 1.261
C4 2.282 3.842 2.655
C5 0.698 2.702 1.085
N1 1.411 1.448 0.963
C6 0.943 0.309 1.500
O1 -0.032 0.295 2.257
C7 1.623 -0.930 1.034
C8 2.940 -0.902 0.621
C9 3.521 -2.015 0.028
N2 4.884 -1.975 -0.381
O2 5.322 -2.935 -0.987
O3 5.534 -0.987 -0.096
C10 2.762 -3.165 -0.201
C11 1.466 -3.199 0.231
F1 0.752 -4.331 -0.001
C12 0.848 -2.123 0.913
N3 -0.389 -2.165 1.420
C13 -1.385 -3.198 1.286
C14 -2.668 -2.767 1.995
C15 -3.304 -1.497 1.423
C16 -3.892 -1.698 0.028
C17 -4.418 -0.381 -0.573
C18 -5.440 0.291 0.347
N4 -6.609 -0.366 0.465
O4 -5.193 1.325 0.926
N5 -3.341 0.563 -0.767
C19 -2.492 0.490 -1.798
O5 -2.537 -0.396 -2.635
C20 -1.440 1.602 -1.816
C21 -0.322 1.308 -2.838
C22 0.592 0.202 -2.333
N6 0.188 -1.039 -2.642
O6 1.596 0.428 -1.680
N7 -0.895 1.777 -0.486
C23 -0.214 2.903 -0.141
O7 -0.342 3.952 -0.726
H1 3.833 5.622 0.895
H2 4.109 5.250 -0.804
H3 2.592 5.998 -0.302
H4 2.288 3.596 -0.783
H5 3.525 3.183 0.413
H6 1.060 4.792 1.157
H7 2.831 2.914 2.797
H8 1.512 3.907 3.420
H9 2.969 4.672 2.792
H10 0.050 2.615 1.967
H11 2.048 1.376 0.180
H12 3.551 -0.023 0.755
H13 3.201 -4.016 -0.698
H14 -0.636 -1.344 1.976
H15 -1.580 -3.398 0.227
H16 -1.027 -4.132 1.736
H17 -2.437 -2.596 3.048
H18 -3.383 -3.589 1.939
H19 -4.097 -1.175 2.101
H20 -2.566 -0.694 1.394
H21 -3.133 -2.079 -0.656
H22 -4.703 -2.429 0.070
H23 -4.874 -0.596 -1.548
H24 -6.814 -1.195 -0.062
H25 -7.329 0.027 1.049
H26 -3.337 1.344 -0.119
H27 -1.926 2.547 -2.095
H28 0.272 2.213 -2.966
H29 -0.774 1.025 -3.788
H30 -0.721 -1.183 -3.059
H31 0.730 -1.830 -2.333
H32 -0.681 0.929 0.015

Force components x, y, z for each atom (eV/Å):
C -0.01 -0.24 -0.03
C -0.20 0.27 0.06
C -0.03 -0.23 0.01
C -0.14 0.06 -0.21
C 0.02 0.49 0.20
N 0.26 0.25 0.12
C 0.31 -0.12 0.00
O -0.14 0.11 0.05
C -0.05 -0.42 0.05
C 0.33 -0.38 -0.12
C -1.32 0.13 0.43
N 0.60 0.04 -0.15
O 0.13 -0.15 -0.12
O 0.16 0.14 0.00
C 0.08 0.23 0.05
C 0.11 0.10 -0.07
F 0.04 0.11 0.08
C 0.40 0.08 -0.08
N -0.43 0.29 0.27
C -0.23 -0.49 -0.04
C 0.15 0.20 -0.17
C -0.12 -0.26 -0.08
C 0.08 0.25 0.16
C 0.15 -0.18 -0.20
C 0.22 -0.27 -0.46
N -0.40 -0.16 0.14
O 0.09 0.35 0.25
N -0.41 0.13 0.33
C 0.10 0.32 0.33
O -0.18 -0.18 -0.39
C 0.28 0.16 -0.27
C -0.14 0.04 0.14
C -0.30 0.19 -0.33
N -0.03 -0.52 -0.13
O 0.40 0.21 0.00
N -0.38 -0.23 -0.11
C 0.02 -0.35 0.45
O 0.04 0.37 -0.27
H 0.07 0.09 0.08
H 0.09 0.08 -0.05
H -0.06 0.10 -0.03
H 0.04 -0.09 -0.07
H 0.02 -0.12 -0.01
H 0.02 -0.07 -0.02
H 0.08 -0.10 0.05
H -0.05 0.01 0.13
H 0.10 0.07 0.07
H 0.08 0.03 -0.18
H -0.18 -0.13 -0.02
H 0.00 0.07 -0.02
H -0.02 -0.07 0.00
H 0.16 -0.18 -0.14
H -0.01 -0.06 0.10
H -0.10 0.07 -0.11
H -0.02 -0.09 0.07
H 0.00 -0.05 0.07
H 0.02 0.08 0.05
H -0.03 0.10 0.04
H -0.06 -0.03 -0.07
H -0.02 -0.09 -0.03
H 0.00 0.05 0.15
H 0.04 0.02 -0.02
H 0.06 -0.01 -0.01
H 0.13 -0.02 -0.11
H 0.03 -0.19 0.00
H -0.01 -0.08 0.03
H 0.02 0.06 -0.02
H 0.07 0.05 0.07
H 0.06 0.07 0.07
H 0.01 0.07 0.03

## Properties
SMILES: CC[C@H](C)[C@@H]1NC(=O)c2cc([N+](=O)[O-])cc(F)c2NCCCC[C@@H](C(N)=O)NC(=O)[C@H](CC(N)=O)NC1=O
Energy above the lowest of the compared OMol25 structures with the same formula, charge and spin, kJ/mol: 0.0
HOMO-LUMO gap, eV: 8.148
2S+1: 1
E_HOMO, eV: -8.38
Electronic energy, eV: -51852.8829
LUMO, eV: -0.23

In elementary charge units, the Mulliken charges are: atom 1 (C): -1.52, atom 2 (C): -0.27, atom 3 (C): 0.48, atom 4 (C): -1.53, atom 5 (C): -0.48, atom 6 (N): 0.39, atom 7 (C): -0.30, atom 8 (O): -0.83, atom 9 (C): 0.65, atom 10 (C): -0.08, atom 11 (C): -0.39, atom 12 (N): 1.05, atom 13 (O): -0.66, atom 14 (O): -0.63, atom 15 (C): -0.76, atom 16 (C): 1.18, atom 17 (F): -0.37, atom 18 (C): -0.74, atom 19 (N): -0.25, atom 20 (C): -0.76, atom 21 (C): -1.40, atom 22 (C): -0.22, atom 23 (C): -0.73, atom 24 (C): -0.46, atom 25 (C): 0.18, atom 26 (N): -0.32, atom 27 (O): -0.65, atom 28 (N): -0.04, atom 29 (C): 0.03, atom 30 (O): -0.81, atom 31 (C): 0.39, atom 32 (C): -1.26, atom 33 (C): 0.41, atom 34 (N): -0.26, atom 35 (O): -0.57, atom 36 (N): 0.23, atom 37 (C): 0.17, atom 38 (O): -0.66, atom 39 (H): 0.30, atom 40 (H): 0.43, atom 41 (H): 0.35, atom 42 (H): 0.29, atom 43 (H): 0.22, atom 44 (H): 0.43, atom 45 (H): 0.25, atom 46 (H): 0.40, atom 47 (H): 0.46, atom 48 (H): 0.46, atom 49 (H): 0.27, atom 50 (H): 0.72, atom 51 (H): 0.56, atom 52 (H): 0.45, atom 53 (H): 0.42, atom 54 (H): 0.50, atom 55 (H): 0.37, atom 56 (H): 0.42, atom 57 (H): 0.46, atom 58 (H): 0.14, atom 59 (H): 0.28, atom 60 (H): 0.46, atom 61 (H): 0.59, atom 62 (H): 0.21, atom 63 (H): 0.27, atom 64 (H): 0.36, atom 65 (H): 0.47, atom 66 (H): 0.44, atom 67 (H): 0.56, atom 68 (H): 0.24, atom 69 (H): 0.24, atom 70 (H): -0.27

Entry 2:
Entry from the Open Molecules 2025 dataset: 5 unconnected molecules or ions with the total composition C41H91O6 in a non-equilibrium geometry (the ωB97M-V functional and the def2-TZVPD basis).

Cartesian coordinates (Å):
C1 8.990 -1.153 0.130
C2 7.518 -0.841 -0.179
C3 7.108 0.506 0.408
C4 5.613 0.831 0.192
C5 5.373 1.477 -1.169
C6 3.891 1.617 -1.588
C7 2.892 1.735 -0.429
C8 1.489 2.126 -0.944
C9 0.551 2.658 0.164
C10 -0.784 1.877 0.309
C11 -1.960 2.612 -0.376
C12 -2.982 1.608 -0.959
C13 -3.254 0.306 -0.164
C14 -4.726 -0.179 -0.280
C15 -4.923 -1.252 -1.354
C16 -4.283 -2.591 -0.968
C17 -4.100 -3.475 -2.213
C18 -3.202 -4.688 -1.959
C19 -1.763 -4.277 -1.589
C20 -1.314 -4.758 -0.194
C21 0.164 -5.149 -0.159
C22 0.590 -5.783 1.169
C23 0.230 -4.926 2.374
O1 0.838 -5.415 3.562
C24 2.054 -4.753 3.858
C25 -2.639 3.545 0.651
C26 -3.775 3.024 1.562
C27 -3.332 2.335 2.862
C28 -2.842 3.305 3.925
O2 -3.953 3.747 4.707
C29 -3.586 4.427 5.881
H1 9.132 -1.040 1.204
H2 9.239 -2.168 -0.173
H3 9.611 -0.422 -0.381
H4 6.881 -1.618 0.246
H5 7.372 -0.809 -1.259
H6 7.299 0.500 1.483
H7 7.685 1.312 -0.050
H8 5.296 1.496 0.993
H9 5.036 -0.095 0.242
H10 5.895 0.886 -1.926
H11 5.812 2.478 -1.175
H12 3.764 2.523 -2.182
H13 3.600 0.753 -2.187
H14 3.218 2.497 0.280
H15 2.787 0.770 0.068
H16 1.066 1.234 -1.413
H17 1.600 2.865 -1.736
H18 1.122 2.655 1.102
H19 0.305 3.687 -0.092
H20 -0.936 1.756 1.395
H21 -0.623 0.906 -0.168
H22 -2.599 1.319 -1.944
H23 -3.908 2.156 -1.128
H24 -3.035 0.426 0.894
H25 -2.618 -0.483 -0.567
H26 -5.373 0.682 -0.454
H27 -5.027 -0.618 0.678
H28 -4.511 -0.907 -2.304
H29 -5.999 -1.430 -1.464
H30 -3.329 -2.415 -0.472
H31 -4.923 -3.114 -0.253
H32 -5.096 -3.772 -2.545
H33 -3.628 -2.862 -2.984
H34 -3.175 -5.283 -2.875
H35 -3.652 -5.318 -1.189
H36 -1.056 -4.625 -2.343
H37 -1.716 -3.189 -1.589
H38 -1.914 -5.616 0.120
H39 -1.513 -3.945 0.506
H40 0.308 -5.896 -0.943
H41 0.782 -4.277 -0.378
H42 1.673 -5.921 1.166
H43 0.110 -6.758 1.270
H44 -0.844 -4.909 2.548
H45 0.549 -3.896 2.176
H46 2.695 -4.712 2.973
H47 2.547 -5.323 4.639
H48 1.855 -3.733 4.196
H49 -1.863 3.966 1.305
H50 -3.050 4.411 0.117
H51 -4.473 2.365 1.045
H52 -4.377 3.885 1.887
H53 -2.590 1.559 2.692
H54 -4.207 1.834 3.293
H55 -2.362 4.165 3.451
H56 -2.129 2.796 4.583
H57 -3.855 5.483 5.807
H58 -4.092 3.967 6.731
H59 -2.510 4.374 6.067
C30 2.506 5.678 -4.306
C31 1.767 4.365 -4.531
C32 1.036 4.358 -5.867
O3 0.865 4.111 -3.467
H60 1.797 6.511 -4.282
H61 3.026 5.661 -3.348
H62 3.235 5.868 -5.097
H63 2.482 3.540 -4.506
H64 0.284 5.152 -5.890
H65 0.518 3.410 -6.010
H66 1.725 4.512 -6.701
H67 0.201 4.809 -3.441
C33 10.017 2.472 2.872
C34 10.868 1.213 2.827
C35 11.868 1.166 3.973
O4 11.553 1.126 1.577
H68 10.648 3.360 2.781
H69 9.309 2.481 2.043
H70 9.458 2.542 3.807
H71 10.220 0.337 2.872
H72 12.555 2.016 3.912
H73 12.465 0.255 3.921
H74 11.366 1.200 4.941
H75 12.132 1.891 1.511
C36 -7.842 -6.412 2.018
C37 -6.582 -5.680 1.577
C38 -5.335 -6.528 1.781
O5 -6.461 -4.449 2.285
H76 -7.790 -6.647 3.085
H77 -8.720 -5.786 1.860
H78 -7.974 -7.345 1.467
H79 -6.666 -5.411 0.523
H80 -5.209 -6.769 2.841
H81 -4.448 -5.982 1.459
H82 -5.392 -7.463 1.220
H83 -6.381 -4.657 3.221
C39 -5.596 2.525 -5.301
C40 -5.755 2.368 -3.795
C41 -7.190 2.624 -3.354
O6 -4.860 3.225 -3.107
H84 -5.842 3.547 -5.604
H85 -4.564 2.332 -5.594
H86 -6.250 1.839 -5.846
H87 -5.463 1.358 -3.503
H88 -7.483 3.650 -3.597
H89 -7.280 2.501 -2.275
H90 -7.887 1.941 -3.844
H91 -5.073 4.137 -3.326

Force components x, y, z for each atom (eV/Å):
C -0.82 0.25 -0.11
C 0.47 0.31 0.15
C -0.78 -0.11 -0.05
C 0.62 -0.07 -0.28
C -0.45 0.14 -0.09
C 0.00 -0.15 0.69
C -0.50 0.17 -0.66
C 0.37 -0.07 0.20
C 0.21 -0.39 -0.26
C 0.12 1.15 -0.63
C -0.14 -0.64 0.75
C 1.00 0.38 0.11
C -1.05 0.11 -0.31
C 0.61 -0.28 0.22
C -0.22 0.00 0.67
C -0.16 0.00 -0.60
C 0.26 0.13 0.77
C -0.07 0.20 -0.50
C -0.26 -0.14 0.50
C 0.17 0.23 -0.41
C -0.37 -0.26 0.35
C -0.14 0.34 -0.11
C 0.18 0.02 -0.09
O 0.06 0.06 0.08
C -0.37 -0.21 -0.24
C 0.01 -0.09 -0.55
C 0.10 0.25 0.54
C -0.52 0.01 -0.01
C -0.07 -0.28 -0.18
O 0.03 -0.12 0.08
C 0.07 0.00 -0.20
H 0.26 -0.12 0.06
H 0.23 -0.01 -0.02
H 0.29 -0.11 0.04
H -0.11 -0.06 -0.10
H -0.14 -0.21 -0.06
H 0.22 0.03 0.04
H 0.25 0.01 0.12
H -0.29 -0.04 -0.01
H -0.10 -0.01 0.24
H 0.12 0.10 -0.08
H 0.21 -0.03 0.07
H 0.09 -0.10 -0.31
H -0.05 0.06 -0.19
H 0.14 -0.06 0.16
H 0.23 0.08 0.38
H -0.18 0.05 -0.09
H -0.06 -0.01 0.02
H -0.08 0.01 0.11
H -0.09 0.12 0.21
H -0.02 -0.44 0.09
H -0.09 -0.27 0.25
H -0.26 -0.10 -0.17
H -0.20 -0.09 -0.10
H 0.26 0.06 0.03
H 0.24 -0.06 0.24
H -0.09 0.02 -0.07
H -0.16 0.00 0.00
H -0.03 0.05 -0.10
H -0.01 0.07 -0.35
H 0.07 0.00 -0.01
H 0.00 0.02 0.14
H 0.04 -0.08 -0.28
H -0.13 -0.03 -0.20
H -0.05 -0.14 0.04
H 0.05 -0.04 0.13
H 0.00 -0.10 -0.06
H 0.18 0.08 -0.17
H -0.04 -0.08 0.03
H -0.05 -0.09 0.21
H 0.23 0.12 -0.16
H 0.07 0.02 -0.09
H 0.04 -0.17 0.03
H 0.09 -0.11 0.06
H -0.07 -0.04 -0.01
H -0.05 0.09 0.11
H 0.15 0.01 0.02
H 0.08 0.03 0.09
H 0.09 0.09 0.07
H 0.07 0.09 -0.01
H -0.12 0.05 0.05
H 0.09 -0.01 -0.27
H -0.10 0.00 -0.04
H 0.15 0.07 -0.13
H 0.07 -0.10 0.10
H 0.18 0.06 0.08
H 0.11 0.11 0.08
H -0.07 0.08 0.10
H -0.12 0.10 0.09
H 0.07 -0.04 -0.02
C 0.10 -0.03 0.06
C -0.23 0.29 -0.02
C 0.01 -0.11 -0.04
O 0.27 -0.04 -0.21
H -0.02 0.00 -0.06
H 0.00 -0.03 0.00
H -0.01 0.01 -0.01
H -0.01 -0.04 0.04
H 0.04 0.04 0.00
H 0.02 -0.01 0.02
H 0.00 0.01 0.00
H -0.15 -0.08 0.13
C -0.09 -0.03 -0.08
C 0.17 0.35 0.07
C 0.02 -0.13 0.00
O -0.12 -0.21 0.00
H 0.03 0.00 0.07
H -0.02 -0.03 0.01
H 0.01 0.01 0.01
H 0.03 -0.05 -0.09
H -0.05 0.05 0.02
H -0.03 -0.01 0.00
H 0.00 0.02 0.00
H 0.03 0.05 -0.03
C -0.08 0.04 -0.08
C 0.06 -0.17 0.34
C 0.08 0.06 -0.08
O -0.05 0.05 -0.25
H 0.05 -0.05 -0.01
H 0.01 0.00 -0.03
H 0.01 -0.01 0.01
H 0.00 0.12 0.01
H -0.05 -0.04 0.00
H -0.02 0.01 -0.03
H -0.01 -0.01 0.01
H 0.03 0.03 0.06
C 0.10 -0.06 -0.03
C -0.14 0.22 -0.10
C -0.01 -0.06 0.10
O -0.01 -0.08 -0.04
H -0.06 0.00 0.01
H 0.00 -0.02 0.02
H -0.01 0.01 0.00
H 0.05 0.01 0.05
H 0.00 -0.01 -0.06
H 0.02 -0.03 0.00
H 0.00 0.01 -0.01
H -0.01 0.05 -0.01

## Properties
Energy above the lowest of the compared OMol25 structures with the same formula, charge and spin, kJ/mol: 41.3
HOMO-LUMO gap, eV: 2.915
2S+1: 1
E_HOMO, eV: -0.81
Electronic energy, eV: -56274.9033
LUMO, eV: 2.10
Net charge: -1

Atom charges from the Mulliken analysis, given in e for atoms 1 to 99: atom 1 (C): -1.07, atom 2 (C): -0.45, atom 3 (C): -0.61, atom 4 (C): -0.45, atom 5 (C): -0.78, atom 6 (C): -0.23, atom 7 (C): -0.62, atom 8 (C): 0.36, atom 9 (C): -0.92, atom 10 (C): 0.04, atom 11 (C): -0.08, atom 12 (C): -0.98, atom 13 (C): 0.47, atom 14 (C): -0.85, atom 15 (C): -1.18, atom 16 (C): 0.66, atom 17 (C): -1.11, atom 18 (C): -0.68, atom 19 (C): -0.76, atom 20 (C): -0.28, atom 21 (C): -0.80, atom 22 (C): -0.48, atom 23 (C): -0.54, atom 24 (O): -0.40, atom 25 (C): -0.67, atom 26 (C): -1.23, atom 27 (C): -0.42, atom 28 (C): -0.68, atom 29 (C): -0.78, atom 30 (O): -0.34, atom 31 (C): -0.75, atom 32 (H): 0.11, atom 33 (H): 0.40, atom 34 (H): 0.32, atom 35 (H): 0.32, atom 36 (H): 0.29, atom 37 (H): 0.36, atom 38 (H): 0.32, atom 39 (H): 0.34, atom 40 (H): 0.26, atom 41 (H): 0.26, atom 42 (H): 0.28, atom 43 (H): -0.01, atom 44 (H): 0.34, atom 45 (H): 0.30, atom 46 (H): 0.20, atom 47 (H): 0.39, atom 48 (H): -0.57, atom 49 (H): 0.48, atom 50 (H): 0.18, atom 51 (H): -0.22, atom 52 (H): 0.21, atom 53 (H): 0.52, atom 54 (H): 0.00, atom 55 (H): -0.18, atom 56 (H): 0.27, atom 57 (H): 0.43, atom 58 (H): 0.34, atom 59 (H): 0.31, atom 60 (H): 0.43, atom 61 (H): -0.17, atom 62 (H): 0.00, atom 63 (H): 0.37, atom 64 (H): 0.40, atom 65 (H): 0.36, atom 66 (H): 0.25, atom 67 (H): 0.59, atom 68 (H): 0.39, atom 69 (H): 0.19, atom 70 (H): 0.16, atom 71 (H): 0.39, atom 72 (H): 0.34, atom 73 (H): 0.29, atom 74 (H): 0.25, atom 75 (H): 0.21, atom 76 (H): 0.41, atom 77 (H): 0.29, atom 78 (H): 0.25, atom 79 (H): 0.29, atom 80 (H): 0.42, atom 81 (H): 0.22, atom 82 (H): 0.05, atom 83 (H): 0.53, atom 84 (H): 0.42, atom 85 (H): 0.36, atom 86 (H): 0.36, atom 87 (H): 0.45, atom 88 (H): 0.24, atom 89 (H): 0.23, atom 90 (H): 0.35, atom 91 (C): -1.32, atom 92 (C): 0.56, atom 93 (C): -1.49, atom 94 (O): -0.42, atom 95 (H): 0.33, atom 96 (H): 0.32, atom 97 (H): 0.40, atom 98 (H): 0.20, atom 99 (H): 0.36

The lowest energy above the lowest of the compared OMol25 structures with the same formula, charge and spin belongs to which entry? C23H32FN7O7

What is the 2S+1 in the second record? 1